40
Properties=species:S:1:pos:R:3:forces:R:3:mulliken_charge:R:1 method="wB97M-V/def2-TZVPD" homo_lumo_gap_ev=10.7 homo_ev=-9.870 smiles="O=C(O)CCCCCN1C(=O)[C@H]2CCCC[C@H]2C1=O" e_above_lowest_kcal_mol=2.9
O 3.2551 1.0272 -1.5960 -0.10 -0.01 -0.15 -0.60
C 3.9866 1.0669 -0.6402 -0.29 0.06 -0.03 0.45
O 5.2339 1.5463 -0.7250 0.70 0.19 0.15 -0.47
C 3.6631 0.5844 0.7457 0.12 -0.07 0.06 -0.01
C 4.0010 -0.9085 0.8899 0.00 0.00 -0.23 -0.94
C 3.1496 -1.8405 0.0252 -0.03 -0.05 0.24 -0.71
C 1.6564 -1.7925 0.3753 0.02 0.02 -0.19 -0.49
C 0.8598 -0.9532 -0.6287 0.21 -0.02 0.11 -1.06
N -0.4253 -0.5608 -0.0858 0.29 -0.17 -0.21 0.28
C -0.5700 0.4664 0.8189 -0.43 -0.05 0.20 0.06
O 0.3421 1.0724 1.3219 0.22 0.19 0.08 -0.66
C -2.0578 0.7198 0.9657 0.08 0.10 0.00 0.05
C -2.3823 1.8797 0.0066 -0.24 0.10 0.19 -0.82
C -3.8619 1.9152 -0.3534 0.19 -0.04 -0.28 -0.77
C -4.2463 0.6121 -1.0445 -0.18 0.04 0.27 -0.61
C -4.0774 -0.5549 -0.0794 0.19 -0.05 -0.18 -1.10
C -2.6743 -0.6086 0.5194 -0.36 -0.10 0.02 0.24
C -1.6150 -1.1840 -0.4063 -0.19 0.13 0.27 0.28
O -1.7385 -2.0489 -1.2317 -0.07 -0.19 -0.18 -0.65
H 5.4295 1.8319 -1.6315 -0.30 -0.14 0.05 0.36
H 4.2706 1.1505 1.4519 -0.08 0.02 0.02 0.41
H 2.6074 0.7588 0.9541 0.03 0.07 -0.06 -0.07
H 3.8689 -1.1811 1.9390 0.05 -0.01 0.01 0.38
H 5.0544 -1.0555 0.6392 0.03 -0.02 0.10 0.40
H 3.2816 -1.5898 -1.0282 0.07 -0.07 -0.10 0.41
H 3.5238 -2.8559 0.1685 0.03 0.01 -0.09 0.32
H 1.2396 -2.8012 0.3972 -0.04 0.02 0.05 0.38
H 1.5316 -1.3637 1.3715 -0.04 -0.01 0.05 0.39
H 0.6605 -1.5278 -1.5356 0.04 0.11 0.04 0.40
H 1.4102 -0.0476 -0.8913 -0.09 -0.11 -0.03 0.39
H -2.3280 0.9955 1.9860 0.11 -0.04 -0.03 0.55
H -1.8049 1.7572 -0.9140 0.04 0.05 -0.04 0.34
H -2.0697 2.8161 0.4709 0.10 -0.03 -0.05 0.34
H -4.4640 2.0466 0.5482 -0.08 0.06 0.05 0.37
H -4.0510 2.7630 -1.0136 -0.05 0.05 0.06 0.38
H -3.6108 0.4609 -1.9194 0.00 0.01 -0.11 0.34
H -5.2823 0.6537 -1.3843 0.02 -0.03 -0.09 0.33
H -4.8045 -0.4573 0.7300 -0.02 -0.04 0.01 0.43
H -4.2636 -1.4993 -0.5941 -0.05 -0.03 0.09 0.36
H -2.6981 -1.2935 1.3780 0.09 0.05 -0.07 0.33

---

17
Properties=species:S:1:pos:R:3:forces:R:3:mulliken_charge:R:1 method="wB97M-V/def2-TZVPD" homo_lumo_gap_ev=8.6 homo_ev=-7.768 e_above_lowest_kcal_mol=72.1
C 0.8357 -1.3168 1.0028 0.20 1.28 -0.12 -0.91
C -0.5747 -0.7649 0.9257 -1.25 -2.86 -0.05 -0.44
C -1.3839 -0.9560 -0.1682 0.43 1.72 1.53 -0.04
N -0.9248 -0.6953 -1.4264 1.54 0.41 -0.68 -0.45
H 1.2984 -1.3667 0.0179 0.08 -0.22 -0.04 0.28
H 0.8408 -2.3065 1.4625 -0.08 0.03 -0.13 0.32
H 1.4609 -0.6626 1.6145 0.14 -0.08 0.02 0.27
H -1.0861 -0.8094 1.8809 -0.13 -0.02 0.04 0.29
H -2.4616 -0.9780 -0.0522 -0.05 -0.04 0.00 0.27
H -0.0897 -0.0546 -1.3894 -1.46 -1.08 -0.45 0.13
H -1.6140 -0.4024 -2.1029 0.16 -0.08 0.06 0.29
C 0.3132 1.9016 -0.2340 -0.86 -1.28 2.08 -0.56
O 1.7028 1.7086 -0.4266 0.23 -0.17 -0.27 -0.51
H 0.2189 2.7914 0.3948 -0.01 -0.17 0.07 0.27
H -0.1978 2.1672 -1.1706 -0.09 -0.47 0.12 0.23
H -0.1735 0.9150 0.4649 1.01 2.95 -2.24 0.24
H 1.8355 0.8293 -0.7938 0.16 0.09 0.06 0.33